<1>
DFT (wB97M-V/def2-TZVPD) results for C3H5IO in the gas phase.

Element x y z (Å)
C 0.804 -0.227 -0.015
C -0.258 -1.165 0.602
C 0.330 1.187 -0.539
O 1.949 -0.521 -0.142
I -2.360 -0.370 -0.206
H -0.632 -2.155 0.421
H -0.541 -0.889 1.640
H -0.304 0.676 -1.134
H 1.132 1.772 -1.035
H -0.122 1.693 0.408

The molecular weight comes out at 183.976 u. Its SMILES is CC(=O)CI. The LUMO energy comes out at -0.60 eV. As for the highest occupied orbital energy: -9.312 eV.

***

<2>
DFT (wB97M-V/def2-TZVPD) results for a 2-piece molecular cluster, C3H5IO overall.

Element x y z (Å)
C 1.241 0.210 0.079
C 0.128 0.494 -0.618
C -0.543 1.785 -0.364
O -0.283 2.468 0.582
I -3.099 -3.463 0.996
H 1.896 -0.649 0.116
H 1.566 0.917 0.731
H -0.113 -0.251 -1.291
H -1.358 2.131 -1.023
H -3.020 -2.116 1.775

The molecular weight comes out at 183.976 u. Its SMILES is C=CC=O.I. The LUMO energy comes out at 0.09 eV. As for the highest occupied orbital energy: -10.131 eV.

***

<3>
DFT (wB97M-V/def2-TZVPD) results for C3H5IO in the gas phase.

Element x y z (Å)
C -0.257 -0.860 0.856
C -0.314 -0.065 -0.491
C 0.659 1.046 -0.593
O -1.166 -0.233 -1.387
I -1.845 -2.307 0.801
H -0.485 -0.371 1.889
H 0.666 -1.298 0.875
H 0.450 1.994 0.075
H 0.693 1.329 -1.734
H 1.599 0.765 -0.292

The molecular weight comes out at 183.976 u. Its SMILES is CC(=O)CI. The LUMO energy comes out at 0.36 eV. As for the highest occupied orbital energy: -9.355 eV.

***

The structure with the least stability is <1>.